(1)
Computed, not measured: C32H44N7O4S2Si2Ti as an isolated structure at a distorted geometry, with wB97M-V/def2-TZVPD.

Atoms and positions in Å:
Ti: 0.889 -0.142 -0.289
C: 0.736 -0.039 -4.321
N: 1.456 0.699 -3.292
C: 0.868 2.030 -3.176
C: 1.228 2.855 -1.955
N: 0.545 2.454 -0.710
C: -0.909 2.676 -0.812
C: 1.064 3.256 0.399
C: 1.038 4.645 0.309
C: 1.501 5.455 1.331
C: 2.000 4.860 2.483
C: 2.003 3.487 2.594
C: 1.523 2.652 1.574
S: 1.428 0.943 1.892
C: 2.884 0.666 -3.434
C: 3.456 0.668 -4.708
C: 4.824 0.588 -4.904
C: 5.657 0.505 -3.799
C: 5.104 0.506 -2.534
C: 3.724 0.584 -2.312
S: 3.214 0.598 -0.624
H: 0.698 0.496 -5.285
H: -0.295 -0.191 -4.000
H: 1.198 -1.012 -4.479
H: -0.215 1.896 -3.215
H: 1.141 2.632 -4.066
H: 0.958 3.892 -2.205
H: 2.304 2.829 -1.772
H: -1.131 3.693 -1.165
H: -1.363 2.528 0.169
H: -1.355 1.946 -1.484
H: 0.632 5.114 -0.578
H: 1.464 6.532 1.232
H: 2.371 5.468 3.300
H: 2.363 3.014 3.500
H: 2.814 0.724 -5.575
H: 5.227 0.572 -5.909
H: 6.731 0.424 -3.921
H: 5.743 0.429 -1.663
O: 2.478 -5.543 -4.708
C: 1.341 -5.126 -4.420
O: 0.221 -5.525 -4.781
C: 1.321 -3.899 -3.467
C: 2.464 -3.504 -2.777
C: 2.419 -2.426 -1.910
N: 1.308 -1.710 -1.724
C: 0.211 -2.070 -2.406
C: 0.165 -3.148 -3.269
C: -0.964 -1.148 -2.189
O: -1.999 -1.247 -2.813
O: -0.709 -0.220 -1.292
H: 3.383 -4.050 -2.938
H: 3.285 -2.099 -1.344
H: -0.753 -3.410 -3.774
C: -4.323 1.843 4.145
Si: -2.589 1.660 3.361
C: -1.479 1.271 4.869
C: -2.067 3.422 2.876
C: -2.588 0.494 1.996
Si: -3.467 -1.048 2.031
C: -3.025 -2.188 0.571
C: -3.251 -2.132 3.614
C: -5.374 -0.943 1.953
H: -4.345 2.669 4.861
H: -4.619 0.939 4.681
H: -5.073 2.030 3.375
H: -1.463 2.088 5.597
H: -0.458 1.090 4.529
H: -1.825 0.368 5.377
H: -2.139 4.090 3.739
H: -2.707 3.815 2.084
H: -1.034 3.455 2.519
H: -1.693 0.543 1.377
H: -1.945 -2.291 0.412
H: -3.412 -1.767 -0.356
H: -3.466 -3.183 0.685
H: -2.200 -2.348 3.813
H: -3.816 -3.071 3.577
H: -3.611 -1.569 4.479
H: -5.664 -0.173 1.237
H: -5.805 -0.678 2.920
H: -5.819 -1.892 1.640
N: -0.952 -4.318 2.145
C: 0.262 -4.433 2.720
N: 0.402 -5.421 3.668
N: 1.321 -3.697 2.459
C: 1.152 -2.673 1.669
N: 1.060 -1.761 0.958
H: -1.755 -4.632 2.667
H: -1.148 -3.522 1.548
H: -0.132 -6.260 3.503
H: 1.363 -5.588 3.919

The calculation puts the HOMO energy (alpha / beta) at -1.2 / -1.2 eV. The multiplicity is 2. As for the charge: -2. As for the HOMO-LUMO gap (alpha / beta): 4.91 / 4.91 eV. Its LUMO energy (alpha / beta) is 0.1362 / 0.1362 hartree. The energy above the lowest of the compared OMol25 structures with the same formula, charge and spin comes out at 97.8 kJ/mol.

How is the electron density shared among the atoms? According to Mulliken, the charges in e are: number 1, Ti, carries 0.79; number 2, C, carries -1.97; number 3, N, carries 1.83; number 4, C, carries -1.32; number 5, C, carries -1.32; number 6, N, carries 1.89; number 7, C, carries -0.99; number 8, C, carries -1.24; number 9, C, carries -0.35; number 10, C, carries -0.97; number 11, C, carries -0.62; number 12, C, carries -0.80; number 13, C, carries 1.28; number 14, S, carries -0.63; number 15, C, carries -0.71; number 16, C, carries -0.25; number 17, C, carries -0.89; number 18, C, carries -0.67; number 19, C, carries -0.99; number 20, C, carries 1.00; number 21, S, carries -0.62; number 22, H, carries 0.49; number 23, H, carries 0.26; number 24, H, carries 0.54; number 25, H, carries 0.65; number 26, H, carries 0.40; number 27, H, carries 0.43; number 28, H, carries 0.49; number 29, H, carries 0.43; number 30, H, carries -0.17; number 31, H, carries 0.28; number 32, H, carries 0.24; number 33, H, carries 0.37; number 34, H, carries 0.35; number 35, H, carries 0.43; number 36, H, carries 0.34; number 37, H, carries 0.39; number 38, H, carries 0.36; number 39, H, carries 0.45; number 40, O, carries -0.74; number 41, C, carries 0.34; number 42, O, carries -0.73; number 43, C, carries 0.23; number 44, C, carries -1.00; number 45, C, carries -0.91; number 46, N, carries 1.72; number 47, C, carries 0.17; number 48, C, carries -0.84; number 49, C, carries 0.33; number 50, O, carries -0.74; number 51, O, carries -0.02; number 52, H, carries 0.49; number 53, H, carries 0.67; number 54, H, carries 0.61; number 55, C, carries -1.08; number 56, Si, carries -0.11; number 57, C, carries -0.98; number 58, C, carries -0.70; number 59, C, carries 0.74; number 60, Si, carries -0.01; number 61, C, carries -0.02; number 62, C, carries -1.19; number 63, C, carries -1.16; number 64, H, carries 0.27; number 65, H, carries 0.28; number 66, H, carries 0.30; number 67, H, carries 0.30; number 68, H, carries 0.20; number 69, H, carries 0.33; number 70, H, carries 0.37; number 71, H, carries 0.29; number 72, H, carries -0.03; number 73, H, carries -0.28; number 74, H, carries -1.05; number 75, H, carries 0.36; number 76, H, carries 0.46; number 77, H, carries 0.29; number 78, H, carries 0.33; number 79, H, carries 0.34; number 80, H, carries 0.27; number 81, H, carries 0.30; number 82, H, carries 0.34; number 83, N, carries -0.35; number 84, C, carries 0.46; number 85, N, carries -0.48; number 86, N, carries -0.76; number 87, C, carries 0.68; number 88, N, carries -0.29; number 89, H, carries 0.33; number 90, H, carries -0.02; number 91, H, carries 0.25; number 92, H, carries 0.30

---

(2)
Computed, not measured: a 14-piece molecular cluster, C42H68N4O34 overall at a distorted geometry, with wB97M-V/def2-TZVPD.

Atoms and positions in Å:
C: 1.462 6.111 -0.917
C: 0.637 7.321 -1.497
O: -0.585 6.696 -2.023
C: -0.623 5.408 -1.652
O: -1.520 4.624 -1.924
O: 0.536 5.034 -1.002
H: 1.657 6.357 0.115
H: 2.290 5.885 -1.564
H: 1.043 7.925 -2.302
H: 0.235 7.924 -0.710
C: -5.264 -1.550 2.410
C: -4.818 -2.980 2.383
O: -5.867 -3.626 3.058
C: -6.337 -2.759 3.902
O: -7.049 -3.029 4.812
O: -5.863 -1.465 3.676
H: -5.976 -1.302 1.621
H: -4.470 -0.828 2.229
H: -3.881 -3.091 2.972
H: -4.647 -3.382 1.442
C: -4.288 -0.616 6.260
C: -4.513 0.924 6.173
O: -4.083 1.308 4.883
C: -3.204 0.316 4.463
O: -2.499 0.467 3.475
O: -3.342 -0.799 5.172
H: -5.154 -1.173 5.960
H: -3.890 -1.005 7.158
H: -3.907 1.424 6.913
H: -5.571 1.171 6.294
C: -2.857 0.510 -3.506
C: -2.436 1.995 -3.536
O: -1.716 2.079 -4.755
C: -1.581 0.849 -5.358
O: -0.874 0.713 -6.280
O: -2.259 -0.140 -4.713
H: -3.919 0.443 -3.679
H: -2.573 -0.068 -2.602
H: -1.806 2.275 -2.700
H: -3.303 2.665 -3.555
C: 5.010 0.706 -3.004
C: 4.512 -0.682 -3.003
O: 3.720 -0.653 -1.771
C: 4.351 0.226 -0.917
O: 3.990 0.356 0.215
O: 5.230 0.979 -1.599
H: 4.271 1.434 -3.318
H: 5.934 0.772 -3.587
H: 5.310 -1.371 -2.894
H: 3.775 -0.944 -3.762
C: 1.505 -2.998 -0.951
C: 2.277 -2.610 0.336
O: 3.647 -3.027 0.049
C: 3.726 -3.500 -1.256
O: 4.746 -3.805 -1.761
O: 2.476 -3.562 -1.801
H: 1.002 -2.111 -1.410
H: 0.770 -3.778 -0.732
H: 1.873 -3.192 1.155
H: 2.308 -1.533 0.599
C: 0.795 3.414 -5.790
C: 1.252 2.352 -4.775
O: 2.406 3.053 -4.150
C: 2.237 4.341 -4.363
O: 2.960 5.217 -3.831
O: 1.162 4.600 -5.124
H: -0.279 3.420 -5.933
H: 1.245 3.176 -6.796
H: 1.578 1.381 -5.159
H: 0.502 2.197 -3.972
C: 1.176 -4.769 4.407
C: 0.696 -3.290 4.675
O: 0.310 -2.847 3.362
C: 0.015 -4.037 2.624
O: -0.631 -4.014 1.617
O: 0.560 -5.074 3.163
H: 0.913 -5.528 5.093
H: 2.246 -4.705 4.112
H: 1.580 -2.748 4.994
H: -0.169 -3.175 5.328
C: -3.865 2.854 1.767
C: -3.259 3.186 0.383
O: -3.326 1.950 -0.220
C: -4.129 1.083 0.403
O: -4.323 -0.056 0.040
O: -4.661 1.675 1.553
H: -4.460 3.648 2.250
H: -3.072 2.544 2.469
H: -2.220 3.478 0.446
H: -3.867 3.793 -0.288
C: 0.865 -1.483 -5.681
C: 1.765 -2.725 -5.378
O: 3.091 -2.379 -5.792
C: 2.973 -1.290 -6.659
O: 3.918 -0.738 -7.226
O: 1.760 -0.683 -6.550
H: 0.616 -0.913 -4.785
H: -0.051 -1.708 -6.194
H: 1.421 -3.591 -5.975
H: 1.760 -2.940 -4.306
C: -0.037 3.272 3.954
C: 1.033 3.438 2.930
O: 0.758 3.142 1.752
N: 2.272 3.785 3.285
C: 3.412 3.848 2.389
H: 0.298 3.249 4.986
H: -0.582 2.339 3.718
H: -0.775 4.007 3.673
H: 2.443 3.934 4.260
H: 3.701 2.870 1.937
H: 4.193 4.375 2.891
H: 3.072 4.363 1.497
C: 2.525 -0.330 3.194
C: 3.520 -1.424 3.607
O: 3.347 -2.186 4.562
N: 4.613 -1.531 2.825
C: 5.623 -2.639 3.094
H: 2.539 0.507 3.907
H: 1.488 -0.705 3.228
H: 2.759 -0.001 2.183
H: 4.643 -1.101 1.906
H: 5.231 -3.609 2.732
H: 5.718 -2.714 4.162
H: 6.547 -2.366 2.576
C: -2.968 -3.042 -1.439
C: -1.963 -4.010 -2.082
O: -1.207 -3.736 -3.025
N: -1.966 -5.294 -1.595
C: -2.555 -5.752 -0.359
H: -3.992 -3.290 -1.547
H: -2.872 -2.032 -1.886
H: -2.660 -2.928 -0.364
H: -1.212 -5.792 -2.074
H: -2.383 -4.912 0.314
H: -1.953 -6.583 0.009
H: -3.613 -6.045 -0.373
C: 1.284 1.823 -1.032
C: 0.365 0.694 -0.833
O: -0.077 0.071 -1.799
N: 0.085 0.338 0.457
C: -0.977 -0.637 0.699
H: 1.945 1.959 -0.209
H: 0.742 2.756 -1.130
H: 1.910 1.531 -1.921
H: 0.370 1.003 1.168
H: -1.649 -0.316 1.453
H: -0.577 -1.545 1.123
H: -1.525 -0.775 -0.227

The calculation puts the HOMO energy at -9.3 eV. The multiplicity is 1. As for the HOMO-LUMO gap: 9.32 eV. Its LUMO energy is 0.0014 hartree.

Mulliken atomic charge list, values in e, 99 entries: number 1, C, carries -0.30; number 2, C, carries -0.44; number 3, O, carries -0.43; number 4, C, carries 0.37; number 5, O, carries -0.52; number 6, O, carries 0.03; number 7, H, carries 0.23; number 8, H, carries 0.31; number 9, H, carries 0.30; number 10, H, carries 0.31; number 11, C, carries 0.99; number 12, C, carries -0.06; number 13, O, carries -0.36; number 14, C, carries 0.57; number 15, O, carries -0.58; number 16, O, carries -0.36; number 17, H, carries 0.24; number 18, H, carries -0.94; number 19, H, carries 0.14; number 20, H, carries 0.32; number 21, C, carries -0.26; number 22, C, carries -0.46; number 23, O, carries -0.39; number 24, C, carries 0.15; number 25, O, carries 0.02; number 26, O, carries -0.26; number 27, H, carries 0.08; number 28, H, carries 0.35; number 29, H, carries 0.31; number 30, H, carries 0.33; number 31, C, carries 0.88; number 32, C, carries 0.31; number 33, O, carries -0.33; number 34, C, carries 0.51; number 35, O, carries -0.45; number 36, O, carries -0.38; number 37, H, carries 0.58; number 38, H, carries -1.12; number 39, H, carries -0.37; number 40, H, carries 0.32; number 41, C, carries -0.15; number 42, C, carries -0.01; number 43, O, carries 0.53; number 44, C, carries -0.15; number 45, O, carries -0.41; number 46, O, carries -0.43; number 47, H, carries -0.01; number 48, H, carries 0.41; number 49, H, carries 0.47; number 50, H, carries -0.33; number 51, C, carries 1.11; number 52, C, carries 1.22; number 53, O, carries -0.41; number 54, C, carries 0.47; number 55, O, carries -0.57; number 56, O, carries -0.42; number 57, H, carries -0.43; number 58, H, carries -0.33; number 59, H, carries 0.13; number 60, H, carries -0.89; number 61, C, carries -0.23; number 62, C, carries 0.91; number 63, O, carries -0.18; number 64, C, carries 0.53; number 65, O, carries -0.72; number 66, O, carries -0.34; number 67, H, carries 0.35; number 68, H, carries 0.19; number 69, H, carries -0.34; number 70, H, carries -0.31; number 71, C, carries -0.50; number 72, C, carries -0.39; number 73, O, carries 0.30; number 74, C, carries 0.26; number 75, O, carries -0.25; number 76, O, carries -0.43; number 77, H, carries 0.34; number 78, H, carries 0.25; number 79, H, carries 0.28; number 80, H, carries 0.28; number 81, C, carries -0.07; number 82, C, carries 0.24; number 83, O, carries 0.15; number 84, C, carries 0.39; number 85, O, carries -0.53; number 86, O, carries -0.37; number 87, H, carries 0.46; number 88, H, carries -0.16; number 89, H, carries -0.26; number 90, H, carries 0.25; number 91, C, carries 0.45; number 92, C, carries -0.01; number 93, O, carries -0.38; number 94, C, carries 0.65; number 95, O, carries -0.59; number 96, O, carries -0.38; number 97, H, carries -0.53; number 98, H, carries 0.54; number 99, H, carries 0.31